Entry 1:
{"formula": "C55H132BO23", "method": "ωB97M-V with the def2-TZVPD basis set", "species": ["O", "C", "O", "B", "O", "C", "O", "O", "C", "O", "C", "O", "O", "C", "C", "O", "C", "C", "H", "H", "H", "H", "H", "H", "H", "H", "H", "H", "C", "C", "O", "C", "C", "H", "H", "H", "H", "H", "H", "H", "H", "H", "H", "C", "C", "O", "C", "C", "H", "H", "H", "H", "H", "H", "H", "H", "H", "H", "C", "C", "O", "C", "C", "H", "H", "H", "H", "H", "H", "H", "H", "H", "H", "C", "C", "O", "C", "C", "H", "H", "H", "H", "H", "H", "H", "H", "H", "H", "C", "C", "O", "C", "C", "H", "H", "H", "H", "H", "H", "H", "H", "H", "H", "C", "C", "O", "C", "C", "H", "H", "H", "H", "H", "H", "H", "H", "H", "H", "C", "C", "O", "C", "C", "H", "H", "H", "H", "H", "H", "H", "H", "H", "H", "C", "C", "O", "C", "C", "H", "H", "H", "H", "H", "H", "H", "H", "H", "H", "C", "C", "O", "C", "C", "H", "H", "H", "H", "H", "H", "H", "H", "H", "H", "C", "C", "C", "O", "H", "H", "H", "H", "H", "H", "H", "H", "C", "C", "O", "H", "H", "H", "H", "H", "H", "C", "C", "O", "H", "H", "H", "H", "H", "H", "C", "C", "O", "H", "H", "H", "H", "H", "H", "C", "C", "O", "H", "H", "H", "H", "H", "H"], "positions_angstrom": [[-22.8032, 18.0419, -20.5115], [-23.4285, 18.3619, -19.4851], [-22.9396, 18.8473, -18.3328], [-24.0562, 19.2871, -17.4544], [-25.2405, 18.7889, -18.1181], [-24.9376, 18.3527, -19.3075], [-25.7390, 18.0256, -20.1868], [-24.0789, 20.7365, -17.3219], [-23.9820, 21.0738, -16.0303], [-23.8912, 22.2107, -15.5992], [-23.9316, 19.8045, -15.1889], [-23.9554, 18.7870, -16.0526], [-23.8454, 19.7041, -13.9599], [-28.6474, 23.0060, -16.6132], [-27.2427, 23.2434, -16.0818], [-27.3905, 23.8422, -14.8121], [-26.1514, 24.2025, -14.1968], [-26.4778, 25.1084, -12.9593], [-29.3248, 23.7863, -16.2662], [-28.6362, 22.9447, -17.7015], [-29.0687, 22.0747, -16.2348], [-26.5332, 22.4192, -16.1562], [-26.9031, 24.0410, -16.7426], [-25.5490, 23.3283, -13.9499], [-25.5768, 24.7850, -14.9170], [-26.9717, 24.5394, -12.1717], [-27.1421, 25.9330, -13.2179], [-25.5813, 25.5600, -12.5346], [-17.1752, 19.4042, -26.0041], [-17.6122, 18.7722, -24.7304], [-18.9902, 19.0370, -24.6139], [-19.7346, 18.0503, -23.9874], [-19.5809, 18.1712, -22.4631], [-16.1084, 19.5647, -26.1597], [-17.5747, 18.8500, -26.8535], [-17.6833, 20.3675, -26.0495], [-17.3335, 17.7203, -24.6687], [-17.0404, 19.1828, -23.8983], [-20.7782, 18.2252, -24.2489], [-19.5475, 17.0445, -24.3635], [-20.3408, 17.5662, -21.9686], [-19.6826, 19.2079, -22.1419], [-18.6022, 17.8193, -22.1371], [-26.0049, 13.1658, -12.5845], [-25.1825, 13.8130, -13.6807], [-26.1018, 14.5128, -14.5256], [-25.4084, 15.2969, -15.4799], [-26.4149, 15.5975, -16.5404], [-25.3267, 12.6404, -11.9122], [-26.6476, 13.8734, -12.0607], [-26.6633, 12.4251, -13.0383], [-24.4409, 14.4838, -13.2470], [-24.6401, 13.0661, -14.2603], [-25.0384, 16.2346, -15.0652], [-24.5784, 14.8192, -16.0003], [-26.8208, 14.7114, -17.0286], [-25.9177, 16.1681, -17.3248], [-27.2774, 16.1909, -16.2369], [-25.9862, 23.2565, -19.7793], [-26.3513, 21.7830, -19.9940], [-27.5898, 21.8154, -20.7107], [-28.1450, 20.5350, -20.9977], [-29.5990, 20.6528, -21.5041], [-26.5700, 23.8134, -19.0464], [-25.0102, 23.3204, -19.2981], [-25.9315, 23.7770, -20.7354], [-25.5294, 21.2300, -20.4487], [-26.4287, 21.3574, -18.9935], [-27.5576, 19.9397, -21.6967], [-28.1530, 19.9338, -20.0885], [-29.7266, 21.4175, -22.2704], [-30.2545, 20.9602, -20.6893], [-29.9541, 19.6680, -21.8077], [-22.1650, 10.3214, -21.6739], [-22.3886, 11.4186, -20.6325], [-22.8495, 12.6005, -21.3162], [-23.1818, 13.6681, -20.4862], [-23.4717, 14.9217, -21.3157], [-23.1354, 10.2229, -22.1603], [-21.4028, 10.5113, -22.4296], [-21.8801, 9.4285, -21.1174], [-23.2085, 11.1626, -19.9615], [-21.5222, 11.5905, -19.9938], [-23.9750, 13.3210, -19.8240], [-22.3106, 13.9927, -19.9173], [-24.0042, 15.6817, -20.7440], [-24.1848, 14.6123, -22.0798], [-22.6140, 15.3422, -21.8406], [-22.9300, 14.7299, -9.4322], [-22.8245, 15.6542, -10.6042], [-24.0879, 16.2731, -10.8254], [-24.2803, 17.1579, -11.8954], [-25.7660, 17.1249, -12.3199], [-21.9868, 14.1994, -9.3012], [-23.1539, 15.2788, -8.5176], [-23.7481, 14.0331, -9.6145], [-22.0376, 16.3809, -10.4023], [-22.5450, 15.1507, -11.5296], [-23.9901, 18.1477, -11.5431], [-23.6600, 16.9132, -12.7576], [-26.4222, 17.3876, -11.4902], [-26.0126, 16.1438, -12.7260], [-25.8005, 17.8518, -13.1314], [-20.6191, 17.6414, -13.9808], [-20.6493, 16.0951, -14.2792], [-20.4721, 15.8430, -15.6604], [-21.5056, 16.3050, -16.5352], [-21.1618, 15.7617, -17.9270], [-21.6002, 18.0885, -14.1404], [-20.4312, 17.6043, -12.9078], [-19.8452, 18.2224, -14.4826], [-19.8172, 15.6917, -13.7022], [-21.5471, 15.6751, -13.8258], [-22.4738, 15.8960, -16.2461], [-21.5609, 17.3935, -16.5168], [-20.4073, 16.4403, -18.3247], [-22.0054, 15.8946, -18.6043], [-20.9061, 14.7022, -17.9085], [-27.2798, 14.4320, -25.7548], [-27.0256, 15.0734, -24.3678], [-27.8613, 14.5242, -23.3924], [-27.6404, 15.0596, -22.0254], [-28.2252, 16.5130, -21.8405], [-28.3288, 14.4279, -26.0506], [-26.7673, 14.9987, -26.5322], [-26.8341, 13.4375, -25.7798], [-25.9885, 14.8795, -24.0942], [-27.1781, 16.1525, -24.3898], [-28.0215, 14.4206, -21.2288], [-26.5734, 15.0376, -21.8038], [-29.2866, 16.6207, -22.0638], [-27.5649, 17.1838, -22.3902], [-28.0911, 16.7708, -20.7900], [-21.9910, 21.0667, -22.3226], [-23.5121, 21.2728, -22.2553], [-23.9906, 21.6665, -23.5441], [-25.4273, 21.5432, -23.6307], [-25.8040, 21.7692, -25.0766], [-21.7115, 20.5432, -21.4083], [-21.6905, 20.4408, -23.1629], [-21.4822, 22.0277, -22.2461], [-23.9731, 20.3432, -21.9214], [-23.7561, 22.0197, -21.4998], [-25.7541, 20.5418, -23.3505], [-25.9058, 22.2999, -23.0089], [-25.4701, 22.7087, -25.5168], [-26.8870, 21.6896, -25.1709], [-25.3401, 20.9544, -25.6324], [-30.0537, 18.5515, -18.1277], [-28.6314, 18.6390, -17.4822], [-28.7300, 19.2350, -16.1851], [-27.4781, 19.4627, -15.5750], [-27.6312, 20.1764, -14.2334], [-30.4362, 19.5388, -18.3863], [-29.9407, 18.1010, -19.1138], [-30.7292, 17.9013, -17.5717], [-28.2883, 17.6070, -17.4090], [-27.9189, 19.2064, -18.0810], [-26.8808, 18.5565, -15.4747], [-26.9968, 20.1742, -16.2461], [-26.6837, 20.5820, -13.8787], [-28.0692, 19.5711, -13.4397], [-28.3082, 21.0178, -14.3814], [-20.0465, 20.4985, -16.8661], [-19.1039, 20.8045, -18.0633], [-19.8007, 20.8145, -19.3982], [-18.6398, 22.1374, -17.8455], [-20.4278, 19.4779, -16.8999], [-20.9774, 21.0615, -16.7984], [-19.5496, 20.5710, -15.8987], [-18.2298, 20.1537, -18.0852], [-20.5474, 21.6086, -19.3915], [-20.3155, 19.8747, -19.5980], [-19.1191, 21.0207, -20.2234], [-17.9804, 22.2833, -18.5277], [-22.3449, 23.9001, -17.7746], [-21.8702, 24.9142, -18.8366], [-22.9625, 25.7682, -19.0883], [-21.5620, 23.1865, -17.5179], [-23.0883, 23.2485, -18.2340], [-22.8247, 24.3815, -16.9225], [-21.6736, 24.3089, -19.7215], [-20.9634, 25.4428, -18.5426], [-22.9773, 25.9616, -20.0285], [-25.4439, 20.7923, -11.0075], [-26.4294, 21.9509, -10.6849], [-25.7009, 23.0736, -10.2895], [-26.0594, 20.1057, -11.5886], [-25.0696, 20.2357, -10.1483], [-24.6737, 21.1400, -11.6960], [-27.1274, 21.6705, -9.8960], [-27.0527, 22.1419, -11.5585], [-26.3638, 23.6748, -9.9421], [-19.3119, 20.2586, -12.2309], [-20.7754, 20.6798, -12.4532], [-21.2200, 21.5522, -11.4420], [-19.2768, 19.5470, -11.4059], [-18.6966, 21.1145, -11.9536], [-19.0031, 19.7733, -13.1567], [-21.4810, 19.8570, -12.3378], [-21.0238, 21.1388, -13.4101], [-21.1669, 21.0267, -10.6404], [-19.9228, 25.3391, -15.1127], [-20.4421, 23.9861, -14.6828], [-20.2417, 23.9104, -13.2627], [-18.9572, 25.5587, -14.6574], [-20.6401, 26.1349, -14.9118], [-19.7645, 25.3693, -16.1908], [-19.9302, 23.1419, -15.1445], [-21.4679, 23.7931, -14.9970], [-19.2854, 23.9406, -13.1845]], "forces_ev_per_angstrom": [[-1.606, 0.928, 3.207], [2.072, -0.161, -1.720], [0.235, -0.358, -0.748], [0.525, -0.231, 0.579], [-0.691, -0.041, 0.156], [-2.187, -0.917, -2.785], [1.528, 0.508, 1.848], [0.045, 0.491, 0.748], [0.334, 2.388, 0.201], [-0.274, -1.832, -0.670], [0.314, -1.235, 2.212], [0.087, 0.074, 0.073], [-0.297, 0.365, -3.109], [-0.092, -1.147, 0.336], [-0.980, 1.743, -0.702], [0.500, -0.619, 0.886], [-0.748, 1.125, 0.552], [0.157, -0.672, -0.615], [0.246, 0.243, -0.199], [-0.080, 0.069, -0.046], [-0.032, -0.174, -0.052], [-0.151, -0.233, 0.340], [0.863, 0.081, -0.190], [-0.082, -0.114, 0.226], [0.214, 0.132, -0.140], [0.053, -0.114, -0.063], [-0.046, -0.095, -0.343], [0.159, -0.236, -0.066], [-0.298, 0.513, -1.073], [0.760, 0.044, 0.646], [0.522, -0.041, -0.873], [-0.992, 0.150, 1.376], [-0.034, -0.619, -0.312], [0.028, -0.188, 0.303], [0.102, -0.138, -0.078], [0.208, 0.214, -0.025], [-0.547, -0.459, -0.302], [-0.143, 0.468, 0.348], [-0.091, 0.257, -0.003], [0.528, -0.178, 0.007], [-0.022, 0.054, 0.160], [-0.141, -0.028, -0.144], [0.096, -0.051, 0.018], [0.150, -0.448, -0.410], [-0.982, 0.206, 0.258], [1.526, -0.376, 0.316], [-1.226, 0.296, -0.459], [-0.380, 0.641, -1.266], [-0.154, 0.075, 0.278], [0.330, 0.110, 0.094], [-0.047, -0.090, 0.010], [0.080, 0.350, 0.010], [0.063, -0.172, -0.140], [0.164, 0.066, 0.378], [0.282, -0.632, 0.475], [0.167, -0.267, 0.194], [-0.024, 0.178, -0.162], [0.168, -0.016, 0.448], [1.003, -0.312, 0.122], [-0.562, 1.537, 0.796], [0.309, -0.871, -0.206], [-0.705, -0.065, 0.198], [0.491, 0.314, 0.803], [-0.743, -0.278, -0.383], [0.382, -0.160, -0.285], [-0.115, 0.141, 0.076], [-0.244, -0.012, -0.678], [-0.583, -0.452, 0.156], [0.374, 0.292, -0.318], [-0.019, -0.061, 0.244], [0.203, -0.280, -0.296], [0.050, 0.070, 0.178], [0.076, 0.077, -0.343], [-0.457, 0.427, 0.762], [-0.594, 0.846, -0.754], [1.020, -0.942, -0.725], [0.982, 1.086, 0.039], [-1.416, -0.941, -0.394], [0.159, -0.478, -0.192], [0.001, 0.358, 0.210], [-0.190, -0.263, -0.241], [-0.069, -0.543, 0.213], [0.314, 0.355, -0.145], [-0.348, 0.512, 0.236], [0.171, -0.552, 0.716], [0.352, 0.087, 0.132], [-0.094, 0.101, -0.308], [0.124, -0.109, 0.401], [-0.294, -0.230, 0.005], [-0.424, 0.946, -0.744], [-0.064, -1.117, 1.058], [-0.523, 0.179, 0.139], [1.428, 0.120, -0.039], [-0.061, -0.128, 0.040], [0.016, 0.052, -0.034], [0.096, -0.195, 0.127], [0.094, 0.451, -0.052], [0.188, -0.383, -0.106], [-0.025, 0.331, -0.302], [0.228, -0.161, -0.156], [0.000, 0.053, -0.128], [-0.139, 0.073, 0.126], [-0.532, 0.151, 0.007], [-0.712, -1.588, 0.639], [0.604, 2.326, -0.501], [-0.137, -0.686, 0.286], [0.338, -0.937, -0.050], [-0.415, 1.233, 0.238], [0.057, 0.156, -0.058], [0.003, 0.762, 0.178], [0.042, -0.401, -0.112], [0.228, -0.433, -0.568], [-0.435, -0.163, -0.369], [-0.191, 0.041, 0.425], [-0.077, 0.037, -0.111], [0.498, -0.608, -0.219], [-0.212, -0.036, 0.071], [0.302, 0.220, 0.076], [0.316, 0.414, 0.552], [0.079, 0.030, -0.554], [-0.681, -0.380, 2.116], [-0.466, 0.961, -1.016], [1.258, -1.255, 0.229], [-0.046, -0.210, 0.313], [0.171, 0.206, 0.115], [-0.382, -0.151, 0.030], [0.334, 0.134, 0.005], [0.084, 0.220, -0.278], [-0.693, -0.518, -0.721], [0.281, 0.433, -0.321], [0.164, -0.189, -0.378], [-0.474, 0.300, -0.131], [0.059, 0.067, 0.086], [-0.744, 0.139, 0.916], [0.852, -0.113, -0.649], [-0.808, -0.513, 0.681], [0.922, 0.926, -0.605], [-0.006, -0.575, -0.116], [0.041, -0.196, 0.016], [-0.001, 0.338, -0.097], [0.174, -0.027, -0.603], [-0.231, -0.272, -0.227], [-0.042, 0.304, 0.057], [0.061, -0.089, 0.330], [-0.061, -0.094, 0.396], [0.041, 0.073, 0.331], [-0.049, 0.027, -0.137], [-0.108, 0.049, -0.320], [1.473, 0.328, -0.415], [-1.437, -0.115, 0.318], [-0.637, -0.661, 0.027], [-0.035, 0.846, 0.117], [-0.596, 0.052, -0.272], [-0.341, 0.057, 0.642], [0.204, -0.331, -0.087], [-0.033, 0.437, 0.215], [0.400, -0.018, 0.122], [-0.035, 0.027, -0.217], [0.065, -0.227, -0.166], [0.789, -0.048, -0.125], [0.140, -0.125, -0.091], [0.088, -0.282, -0.094], [0.037, 0.137, 0.036], [0.160, -0.924, -0.217], [-1.007, 0.707, 0.825], [-0.600, -0.429, -0.132], [0.479, 0.252, 0.305], [0.243, -0.319, -0.305], [0.264, 0.648, -0.432], [0.278, 0.266, -0.103], [-0.118, -0.426, 0.243], [-0.096, 0.015, 0.032], [0.006, -0.114, -0.072], [0.175, -0.051, -0.005], [0.109, 0.342, -0.029], [0.106, 0.010, -0.788], [-0.524, -1.609, 0.651], [-0.184, 0.620, -0.254], [0.303, 0.376, 0.450], [-0.289, 0.210, -0.032], [0.328, -0.076, 0.090], [0.392, 0.135, -0.259], [-0.009, 0.202, 0.054], [-0.067, 0.140, 0.034], [-1.553, 0.481, -0.494], [0.694, -1.582, -0.071], [0.043, 0.757, 0.317], [0.152, -0.410, -0.047], [0.187, 0.404, 0.051], [0.227, 0.004, 0.313], [-0.059, -0.313, 0.228], [0.090, 0.187, -0.376], [0.264, 0.432, 0.083], [-1.101, 0.071, -0.528], [-0.546, -0.359, 0.588], [0.173, 0.873, 0.612], [0.120, -0.149, -0.022], [0.007, 0.043, -0.331], [0.572, 0.012, 0.225], [0.410, -0.756, -0.682], [0.498, 0.180, -0.011], [-0.172, 0.214, 0.279], [-0.232, 0.018, -1.215], [0.500, -0.104, 0.298], [-0.635, -0.374, -0.290], [-0.053, 0.037, 0.151], [0.097, -0.019, 0.373], [0.042, -0.063, -0.202], [0.544, 0.118, -0.270], [-0.300, 0.408, 0.721], [0.042, -0.038, 0.353]], "homo_ev": -7.39, "charge": -1, "orbital_gap_ev": 9.51}

---

Entry 2:
{"formula": "C4H12", "method": "ωB97M-V with the def2-TZVPD basis set", "species": ["C", "C", "H", "H", "H", "H", "H", "H", "C", "C", "H", "H", "H", "H", "H", "H"], "positions_angstrom": [[-1.2948, 0.3307, -2.2658], [-1.2283, -0.7220, -1.2002], [-2.2774, 0.4013, -2.7215], [-1.1132, 1.3016, -1.8884], [-0.6293, 0.1582, -3.1117], [-0.7493, -0.4619, -0.2581], [-0.7196, -1.6712, -1.4254], [-2.1547, -1.1754, -0.8654], [1.3507, 0.7584, 1.2134], [1.1251, -0.3483, 2.2268], [1.7517, 1.6935, 1.6174], [1.9700, 0.5215, 0.3493], [0.4147, 1.1248, 0.7974], [2.0130, -0.4701, 2.8456], [0.3496, -0.0453, 2.9258], [0.8108, -1.2547, 1.7436]], "forces_ev_per_angstrom": [[-0.445, -0.523, -0.956], [0.355, -2.020, 1.251], [-0.302, -0.184, 0.020], [0.422, 1.038, 0.494], [0.259, -0.051, 0.210], [0.123, 0.631, -0.127], [0.365, 0.467, -0.745], [-0.805, 0.597, -0.166], [-0.311, 1.108, -0.469], [0.291, 1.018, 0.319], [0.301, -0.339, 0.410], [0.140, -0.385, 0.142], [-0.328, -0.297, -0.159], [0.104, -0.478, -0.180], [-0.235, -0.027, 0.013], [0.066, -0.555, -0.060]], "homo_ev": -11.55, "charge": 0, "smiles": "CC.CC", "orbital_gap_ev": 12.71}

---

The calculation returns the following LUMO values, one per record and in order: 2.12, 1.16 eV.
The calculation returns the following relative energy (zero: lowest compared OMol25 entry of this formula, charge and spin) values, one per record and in order: 0.00, 9.38 kcal/mol.